Entry 1:
The following is a DFT calculation (wB97M-V/def2-TZVPD) of a cluster of 5 separate species, C29H60B2F3NO12P in total in a non-equilibrium geometry.

Output
- E_LUMO: 1.5 eV
- Net charge: -1
- Frontier orbital gap: 5.2 eV

```
108
Properties=species:S:1:pos:R:3:mulliken_charge:R:1
C 2.671 -6.110 7.446 -0.69
C 3.917 -5.127 7.085 -0.36
B 3.447 -3.589 6.850 0.55
O 3.904 -2.588 7.826 -0.67
B 2.464 -3.100 5.558 0.26
C 2.617 -3.900 4.127 0.21
C 4.112 -4.131 3.631 -0.47
O 4.240 -3.536 2.281 -0.27
C 5.401 -4.152 1.712 -0.62
C 5.728 -3.414 0.344 0.88
F 4.661 -3.425 -0.546 -0.23
F 6.116 -2.094 0.522 -0.25
F 6.765 -4.140 -0.286 -0.29
O 1.098 -3.559 6.018 -0.63
C 0.407 -2.475 6.633 0.31
C -1.142 -2.634 6.974 -0.79
N -1.510 -4.077 6.855 -0.48
C 0.959 -1.137 5.935 0.10
P 0.084 -0.379 4.445 -0.03
C -0.606 1.318 4.969 -0.61
C -1.188 1.318 6.473 -0.71
C -1.330 -1.428 3.774 -0.70
C -0.940 -2.950 3.465 -0.29
O 2.243 -1.625 5.470 -0.69
H 1.832 -5.441 7.827 0.04
H 3.016 -6.783 8.287 0.32
H 2.389 -6.668 6.505 0.27
H 4.551 -5.522 6.235 0.15
H 4.578 -5.138 8.024 0.25
H 3.428 -2.732 8.670 0.25
H 2.025 -4.872 4.230 0.16
H 2.101 -3.273 3.334 -0.53
H 4.273 -5.257 3.507 0.27
H 4.906 -3.626 4.259 0.23
H 6.299 -4.030 2.388 0.29
H 5.129 -5.234 1.494 0.32
H 0.869 -2.391 7.689 0.09
H -1.832 -1.938 6.416 0.35
H -1.266 -2.372 8.085 0.19
H -1.088 -4.609 7.629 0.23
H -2.522 -4.217 6.840 0.19
H 1.218 -0.255 6.602 0.10
H 0.251 2.068 4.896 0.36
H -1.416 1.663 4.244 0.34
H -2.187 1.866 6.521 0.27
H -1.334 0.275 6.881 0.09
H -0.420 1.865 7.118 0.26
H -1.607 -0.972 2.760 0.42
H -2.302 -1.369 4.381 0.33
H -1.768 -3.338 2.776 0.41
H -0.004 -2.929 2.836 -0.24
H -0.886 -3.606 4.379 0.07
O -2.435 -3.212 -0.484 -0.61
C -1.345 -3.245 -1.006 0.81
O -0.248 -2.966 -0.280 -0.29
C 1.100 -3.120 -0.742 -0.23
C 1.535 -1.921 -1.559 -0.70
C -1.202 -3.516 -2.477 -0.77
H 1.224 -4.065 -1.278 0.31
H 1.723 -3.189 0.152 0.17
H 0.922 -1.800 -2.453 0.02
H 2.577 -2.023 -1.866 0.38
H 1.425 -1.004 -0.975 0.32
H -1.426 -2.604 -3.030 -0.03
H -1.916 -4.292 -2.757 0.36
H -0.221 -3.882 -2.770 0.29
O -0.086 -1.206 -4.500 -0.59
C -0.780 -0.252 -4.233 0.67
O -1.646 0.217 -5.148 -0.37
C -2.618 1.241 -4.888 -0.74
C -2.002 2.622 -4.994 -0.52
C -0.635 0.467 -2.924 -0.57
H -3.112 1.072 -3.929 0.37
H -3.388 1.131 -5.655 0.34
H -1.209 2.767 -4.258 0.29
H -2.756 3.390 -4.841 0.30
H -1.548 2.761 -5.978 0.25
H 0.232 1.128 -2.975 0.26
H -0.479 -0.273 -2.140 -0.01
H -1.511 1.041 -2.633 0.33
O -2.396 5.470 -4.990 -0.49
C -1.587 6.327 -4.718 0.70
O -0.763 6.152 -3.672 -0.38
C 0.327 7.026 -3.347 -0.45
C -0.152 8.231 -2.563 -0.99
C -1.544 7.618 -5.482 -0.99
H 0.886 7.300 -4.245 0.36
H 1.009 6.442 -2.726 0.33
H -0.857 8.833 -3.140 0.28
H 0.690 8.864 -2.280 0.36
H -0.675 7.912 -1.660 0.31
H -2.341 8.271 -5.121 0.27
H -1.708 7.401 -6.538 0.21
H -0.592 8.140 -5.420 0.37
O -4.646 7.224 -8.066 -0.60
C -4.155 6.154 -8.333 0.66
O -3.681 5.930 -9.575 -0.39
C -2.948 4.760 -9.958 -0.30
C -3.882 3.609 -10.279 -0.96
C -4.134 5.040 -7.329 -0.60
H -2.204 4.501 -9.201 0.27
H -2.391 5.030 -10.857 0.33
H -4.477 3.320 -9.411 0.27
H -3.316 2.738 -10.615 0.35
H -4.586 3.899 -11.061 0.31
H -5.117 4.567 -7.301 0.38
H -3.908 5.463 -6.349 0.25
H -3.374 4.285 -7.517 0.09
```


Entry 2:
The following is a DFT calculation (wB97M-V/def2-TZVPD) of a structure of composition C9H18Cl2N3O4PScTm in a non-equilibrium geometry.

Output
- E_LUMO (spin up / spin down): -14.9 / -15.9 eV
- Spin multiplicity: 3
- Net charge: +4
- Frontier orbital gap (spin up / spin down): 6.2 / 4.6 eV

```
39
Properties=species:S:1:pos:R:3:mulliken_charge:R:1
Tm 4.439 0.733 -1.832 1.23
Sc 1.471 -0.758 0.073 1.12
Cl 3.623 -0.021 0.691 -0.35
Cl 1.935 -0.343 -2.364 -0.35
C 0.295 1.027 0.157 0.54
C 6.806 0.805 -1.893 0.03
C 5.845 2.433 -2.884 0.06
O -0.661 1.718 0.111 -0.03
O 7.950 1.013 -1.981 0.03
O 6.687 3.149 -3.237 0.02
C -1.789 -0.281 3.222 -0.84
N -2.490 -1.039 2.208 0.37
C -3.957 -1.157 2.457 -0.99
P -1.599 -2.135 1.341 0.20
O -0.219 -1.643 0.937 -0.09
N -1.630 -3.620 1.892 0.16
C -0.403 -4.259 2.368 -0.90
C -2.853 -4.310 2.343 -0.90
N -2.645 -2.193 0.052 0.21
C -2.998 -0.962 -0.634 -0.73
C -2.631 -3.397 -0.783 -1.11
H -1.866 -0.758 4.217 0.35
H -2.316 0.664 3.346 0.37
H -0.753 -0.085 2.909 0.26
H -4.446 -1.654 1.630 0.36
H -4.187 -1.651 3.407 0.40
H -4.362 -0.135 2.488 0.43
H -0.026 -3.747 3.259 0.37
H -0.649 -5.289 2.659 0.35
H 0.368 -4.257 1.590 0.31
H -3.261 -3.860 3.264 0.31
H -3.632 -4.368 1.566 0.38
H -2.556 -5.354 2.585 0.43
H -2.133 -0.380 -0.982 0.13
H -3.651 -1.194 -1.492 0.38
H -3.532 -0.305 0.066 0.33
H -1.917 -3.297 -1.607 0.32
H -2.443 -4.306 -0.212 0.43
H -3.624 -3.482 -1.226 0.41
```


Entry 3:
The following is a DFT calculation (wB97M-V/def2-TZVPD) of the molecule C15H14O4 in a non-equilibrium geometry.

Output
- Structure (SMILES): CC(C)OC(=O)c1cccc(-c2ccc(C=O)o2)c1
- E_LUMO: -0.3 eV
- Net charge: 0
- Relative energy (zero: lowest compared OMol25 entry of this formula, charge and spin): 20.4 kcal/mol
- Frontier orbital gap: 8.2 eV

```
33
Properties=species:S:1:pos:R:3:mulliken_charge:R:1
C -5.456 -1.030 -1.215 -1.38
C -5.064 -0.526 0.170 0.52
C -6.095 0.432 0.749 -1.40
O -3.821 0.192 0.090 -0.29
C -2.696 -0.521 0.125 0.42
O -2.659 -1.724 0.223 -0.63
C -1.482 0.335 0.039 0.25
C -1.562 1.721 -0.071 -0.57
C -0.400 2.468 -0.148 -0.78
C 0.835 1.848 -0.116 -0.75
C 0.929 0.458 -0.007 0.85
C 2.227 -0.185 0.026 0.51
C 2.576 -1.520 0.127 -0.37
C 3.973 -1.567 0.111 -0.67
C 4.406 -0.258 0.000 0.21
C 5.734 0.305 -0.065 -0.29
O 6.762 -0.328 -0.029 -0.51
O 3.335 0.570 -0.051 -0.35
C -0.243 -0.292 0.070 -0.54
H -6.403 -1.558 -1.160 0.41
H -4.697 -1.712 -1.591 0.37
H -5.553 -0.193 -1.903 0.31
H -4.913 -1.383 0.840 0.33
H -7.046 -0.079 0.866 0.42
H -5.768 0.796 1.719 0.35
H -6.226 1.281 0.083 0.33
H -2.529 2.199 -0.094 0.48
H -0.457 3.543 -0.232 0.39
H 1.740 2.433 -0.176 0.49
H 1.908 -2.353 0.204 0.56
H 4.605 -2.429 0.170 0.52
H 5.731 1.409 -0.153 0.32
H -0.216 -1.366 0.156 0.48
```


Results for calculated total energy: -75900.346 -106809.145 -23972.143 (in eV, following the order of the records).